No. 1
The following is a quantum chemistry calculation of a cluster of 2 separate species, C4H5N3O2S in total in a non-equilibrium geometry, from OMol25.

Geometry as XYZ:
```
15
Properties=species:S:1:pos:R:3:forces:R:3
C -1.03814 -0.57777 -0.57884 -1.5181 1.5480 -0.3389
C 0.22726 -0.57604 -1.11672 1.2100 -0.9094 3.1181
C -0.95144 -0.66630 0.82301 -2.0876 0.2020 -2.3119
C 1.08187 -0.80021 -0.05266 1.6118 0.5639 0.4398
N 1.72676 1.95952 -0.72515 2.7317 -1.8713 1.2016
N 2.83820 1.92275 -0.27442 -2.8768 -0.3103 -0.8219
N 0.35142 -0.72910 1.11899 0.4983 -1.2987 0.8381
O 3.63516 -1.09260 -0.96742 -0.5704 0.1423 -0.0435
O 3.27250 -0.86226 1.47858 -0.5010 0.1476 -0.0002
S 2.88213 -0.51434 0.12520 -0.0960 -0.0964 -0.3493
H -1.80549 -0.17166 -1.26441 -0.2902 -0.8638 1.1259
H 0.54359 -0.35919 -2.05298 0.6712 0.3678 -2.7611
H -1.85106 -0.72253 1.45183 1.1428 0.0317 0.2667
H 1.18142 2.78424 -0.83135 -0.1929 1.8444 -0.2174
H 0.66714 -1.18839 1.96998 0.2670 0.5021 -0.1460
```
Forces are in eV/Å.

Summary:
E_HOMO (alpha / beta) in eV: -8.81 / -8.36
Electronic energy in a.u.: -868.20523
Gap between HOMO and LUMO (alpha / beta) in eV: 7.75 / 8.06
Total charge: 0
E_LUMO (alpha / beta) in eV: -1.07 / -0.30

=====

No. 2
The following is a quantum chemistry calculation of a structure of composition C35H48N5O12P3S3Y, from OMol25.

Geometry as XYZ:
```
107
Properties=species:S:1:pos:R:3:forces:R:3
Y -0.74236 0.39886 0.82583 -0.2263 -0.7508 0.3924
O 2.77892 -1.31924 2.86575 -0.0249 -0.0025 0.0424
C 1.69646 -1.18839 2.27677 0.0920 -0.0328 -0.1659
N 1.44082 -0.54935 1.13239 -0.0072 -0.0299 -0.1211
C 2.62201 -0.25413 0.35010 0.0096 0.0427 0.0663
C 2.85035 -0.99517 -0.97065 0.0269 0.0037 0.0120
C 3.99290 -0.64249 -1.62834 0.0084 -0.0096 -0.0231
C 4.19050 -0.99711 -2.99860 -0.0001 -0.0131 0.0217
C 3.41667 -1.94064 -3.55516 0.0215 -0.0377 0.0237
C 2.53258 -2.68567 -2.63731 -0.0594 0.1246 -0.0713
N 1.97962 -1.87439 -1.58471 0.0214 -0.0531 0.0036
C 0.51503 -1.96253 2.82974 0.0861 0.0943 0.0397
C 0.71005 -2.83660 3.89031 -0.0959 -0.1221 -0.0977
C -0.31337 -3.71130 4.21439 -0.0149 -0.0025 0.0004
C -1.48564 -3.68208 3.47122 0.0059 0.0027 0.0046
C -1.61007 -2.72598 2.47496 0.0154 -0.0063 -0.0063
N -0.64139 -1.86764 2.17939 0.0081 0.1352 -0.0777
H 3.51607 -0.45630 0.94636 0.0092 0.0170 -0.0017
H 2.65820 0.80713 0.09518 -0.0051 -0.0074 -0.0052
H 4.63868 0.08555 -1.15568 -0.0056 -0.0015 0.0004
H 4.92958 -0.46389 -3.58574 -0.0007 0.0043 0.0030
H 3.46910 -2.22694 -4.59649 -0.0050 0.0032 0.0011
H 1.72305 -3.18605 -3.14768 -0.0033 -0.0441 0.0212
H 1.66947 -2.83465 4.38738 0.0045 -0.0067 -0.0044
H -0.19374 -4.42638 5.01921 0.0048 0.0028 -0.0003
H -2.29335 -4.37584 3.66174 -0.0015 0.0018 -0.0049
H -2.51146 -2.65140 1.87707 0.0007 -0.0021 0.0084
N -2.86760 0.17361 2.38179 0.2442 0.2720 -0.2782
C -3.51447 -0.39247 3.57235 0.0131 -0.0413 0.0083
C -3.11230 0.30047 4.86525 0.0053 0.0757 -0.0349
C -1.66084 0.12124 5.33303 0.0262 -0.0281 0.0062
C -0.67174 1.20841 4.88359 0.0177 -0.0121 0.0471
N 0.21306 0.77583 3.80087 -0.0301 -0.0131 -0.0233
H -2.87832 1.18723 2.48111 -0.0768 0.0436 0.0653
H -3.44853 0.02000 1.56021 -0.1773 -0.0612 0.1510
H -3.26402 -1.45076 3.65348 -0.0325 0.0008 -0.0011
H -4.60326 -0.32301 3.47262 -0.0052 0.0075 -0.0060
H -3.78175 -0.08443 5.63959 -0.0083 -0.0106 -0.0065
H -3.33362 1.37124 4.77971 -0.0235 -0.0154 0.0176
H -1.28490 -0.85786 5.01622 -0.0015 0.0046 -0.0055
H -1.67080 0.10473 6.42599 0.0061 -0.0172 0.0016
H -0.09407 1.53596 5.75709 -0.0056 0.0262 -0.0085
H -1.21654 2.08653 4.53551 -0.0136 0.0079 -0.0380
H 0.99846 0.25315 4.17365 -0.0038 -0.0099 0.0161
H 0.58749 1.59522 3.33579 0.0247 -0.0193 -0.0017
O -1.51832 4.29647 3.25617 -0.0158 -0.0140 0.0130
P -1.44961 3.71182 1.75371 0.0380 0.0401 0.0152
O -1.04859 4.74857 0.78945 -0.0055 0.0303 -0.0082
O -0.66947 2.42050 1.87305 -0.1177 0.2082 -0.1744
O -3.00956 3.27572 1.56316 -0.0258 0.0596 -0.0324
P -3.58380 2.57755 0.20321 0.0852 -0.0011 -0.0405
O -4.83961 1.76640 0.83747 -0.0105 -0.0003 -0.0033
O -4.07675 3.56369 -0.77034 -0.0036 -0.0114 -0.0231
O -2.54296 1.54483 -0.16772 0.0136 -0.1888 0.1902
H -1.64735 5.25031 3.21115 0.0100 -0.0081 -0.0117
H -5.64582 2.19933 0.53561 0.0119 0.0022 -0.0012
C 2.93385 2.08118 -4.30221 -0.0157 0.0022 0.0035
C 1.78916 1.36892 -3.61586 -0.0318 0.0096 0.0009
O 1.87394 1.60372 -2.20655 0.0641 0.0948 0.0773
P 0.73857 2.25998 -1.25694 -0.0517 -0.0373 -0.0179
O 1.68002 3.12336 -0.27834 -0.0069 -0.0103 -0.0720
C 2.64389 4.05979 -0.77536 0.0239 0.0010 -0.0013
C 4.04195 3.51547 -0.57020 -0.0144 -0.0041 -0.0031
O 0.15838 3.30536 -2.33596 0.0294 -0.0104 -0.0157
C -1.18323 3.84233 -2.27269 0.0142 -0.0161 -0.0016
C -1.12480 5.34558 -2.36464 -0.0042 -0.0061 -0.0004
H 2.92758 1.85702 -5.37124 0.0024 -0.0079 -0.0004
H 3.88841 1.75828 -3.88592 0.0113 -0.0020 0.0044
H 2.84368 3.16147 -4.17365 -0.0024 -0.0020 0.0032
H 1.84579 0.28931 -3.76592 -0.0270 0.0298 -0.0061
H 0.83386 1.72679 -3.99644 0.0307 0.0118 0.0074
H 2.48613 4.98405 -0.21808 -0.0024 -0.0007 0.0056
H 2.45277 4.26598 -1.83039 -0.0035 -0.0010 -0.0043
H 4.21267 3.29349 0.48405 0.0023 0.0008 -0.0004
H 4.78572 4.24536 -0.89778 -0.0015 0.0012 0.0020
H 4.17290 2.59749 -1.14393 0.0033 -0.0006 0.0006
H -1.65914 3.54250 -1.34911 -0.0014 0.0061 0.0004
H -1.73968 3.40434 -3.10360 -0.0047 0.0006 0.0017
H -0.59943 5.74500 -1.49836 0.0070 0.0028 -0.0005
H -2.14263 5.73822 -2.35263 -0.0011 -0.0015 -0.0005
H -0.62825 5.66435 -3.28405 -0.0011 0.0022 0.0027
O -1.06718 -1.07179 -0.69898 0.1241 0.4108 0.0093
C -0.59150 -2.09394 -1.48518 0.0602 -0.0684 0.1941
C -1.56770 -3.27053 -1.38406 0.0029 0.0106 0.0214
C -2.87321 -3.15914 -1.01405 0.0094 0.0109 0.0004
C -3.59303 -4.38138 -1.13086 -0.0077 -0.0128 -0.0348
C -2.81926 -5.39704 -1.60037 0.0010 -0.0028 0.0435
S -1.20737 -4.88023 -1.87266 0.0004 0.0077 -0.0428
C -0.63824 -1.61901 -2.93699 -0.0031 -0.0617 -0.0668
C -0.39417 -2.25281 -4.12135 0.0043 0.0133 0.0236
C -0.67444 -1.43735 -5.25143 0.0168 0.0261 -0.0221
C -1.15265 -0.21272 -4.89374 -0.0463 -0.0188 0.0216
S -1.28047 -0.05009 -3.19717 0.0064 0.0290 0.0430
C 0.82350 -2.50417 -0.99952 -0.0553 0.0264 -0.0221
C 0.99278 -3.38436 -0.01368 0.0283 -0.0005 -0.0328
C 2.28416 -3.76594 0.54261 0.0174 -0.0246 0.0263
C 3.38125 -4.06077 -0.16174 -0.0524 0.0073 -0.0375
S 3.56116 -4.15536 -1.89336 0.0629 -0.0216 0.0342
H -3.28922 -2.21284 -0.69842 -0.0032 -0.0031 -0.0046
H -4.63875 -4.49655 -0.88128 0.0005 0.0050 -0.0007
H -3.10069 -6.42389 -1.77053 0.0092 -0.0020 0.0032
H -0.06883 -3.28121 -4.19515 0.0118 0.0016 -0.0082
H -0.53556 -1.75384 -6.27613 0.0021 -0.0056 0.0025
H -1.44767 0.59642 -5.54336 -0.0057 -0.0045 -0.0048
H 0.10992 -3.79968 0.45779 -0.0076 -0.0059 -0.0049
H 2.35930 -3.81983 1.62445 -0.0028 -0.0086 -0.0135
H 4.29267 -4.30894 0.37078 0.0045 -0.0077 -0.0067
```
Forces are in eV/Å.

Summary:
E_HOMO in eV: -4.85
Electronic energy in a.u.: -4796.75072
Gap between HOMO and LUMO in eV: 7.12
Total charge: -1
E_LUMO in eV: 2.27

=====

Question: Which value of total charge does entry 1 give?
Answer: 0

=====

Question: Number 2 is which compound?
Answer: C35H48N5O12P3S3Y

=====

Question: Which value of total charge does entry 2 give?
Answer: -1

=====

Question: What is the formula in the second record?
Answer: C35H48N5O12P3S3Y